Entry 1:
Formula: C26H67NO10
Source: OMol25
Level of theory: wB97M-V/def2-TZVPD

Structure (XYZ):
```
104
Properties=species:S:1:pos:R:3:forces:R:3:mulliken_charge:R:1
O -1.3634 7.2825 5.5583 0.01 0.04 0.01 -0.509
O -2.4505 -2.8191 1.3598 -0.01 0.02 -0.01 -0.457
O 4.2871 -2.0219 -1.8242 0.01 0.05 0.08 -0.467
O -7.7074 2.2570 0.3432 0.00 -0.25 -0.02 -0.227
O -4.2129 3.5741 4.7794 0.03 -0.03 -0.06 -0.559
O -7.0046 1.0838 -1.4523 0.02 0.44 -0.05 -0.512
O 6.6394 -3.0219 -6.7379 -0.02 0.01 0.08 -0.532
O -5.5275 1.9922 0.0004 -0.29 0.44 -0.01 0.032
O 2.5516 -1.1113 3.0665 -0.06 0.03 0.02 -0.558
O 1.4035 -3.9356 -3.0319 0.00 -0.03 -0.09 -0.397
N -7.6858 1.5431 1.6033 0.20 0.09 0.17 -0.557
C -4.3255 4.6170 3.8095 -0.11 0.07 0.03 0.670
C -3.2055 1.4202 -0.5031 -0.04 -0.06 0.06 0.902
C -3.0577 -3.9278 3.4292 -0.06 0.02 -0.04 -1.474
C -4.4712 2.1424 -0.9702 0.39 -0.23 -0.13 -0.953
C -2.1788 -2.8829 2.7609 0.06 -0.12 0.04 0.619
C 6.2736 -4.3416 -6.3390 0.03 -0.11 -0.12 0.673
C 4.2849 -1.0886 -2.9069 0.13 -0.04 -0.12 0.572
C 0.0652 6.6845 3.6933 -0.07 -0.02 -0.01 -1.203
C 3.9319 0.4736 1.8560 0.01 0.02 0.09 -1.363
C 0.8283 8.3186 5.4537 -0.05 0.03 0.06 -1.307
C 2.2256 -0.9401 0.6657 -0.11 -0.09 0.05 -0.921
C -6.7522 1.7129 -0.4703 0.09 -0.38 0.05 0.603
C -4.3979 5.9756 4.4851 0.01 -0.04 0.06 -1.418
C -3.5186 0.0530 0.1348 0.04 0.09 -0.24 -1.476
C -2.3753 2.3020 0.4394 0.19 -0.30 -0.02 -1.326
C -0.3548 7.7685 4.6735 0.11 -0.08 -0.01 0.416
C 0.6909 -5.0232 -3.6165 -0.10 -0.06 0.12 0.473
C 7.4933 -5.2483 -6.2915 0.05 0.06 0.03 -1.431
C -5.5098 4.3647 2.8906 0.00 -0.10 -0.01 -0.973
C -0.7004 -3.1321 3.0052 0.04 0.06 -0.06 -1.172
C 2.5802 -0.2162 1.9535 0.10 -0.02 -0.11 0.518
C 5.1862 -4.8953 -7.2457 -0.05 0.07 0.00 -1.288
C -0.8102 -4.8082 -3.5026 0.01 0.08 -0.03 -1.219
C 3.8901 -1.7734 -4.2036 -0.18 -0.07 0.01 -0.670
C 1.1211 -6.3435 -2.9962 0.08 0.02 -0.01 -1.369
C 5.6338 -0.3946 -3.0134 0.00 0.01 0.09 -1.388
H 4.6160 -2.5490 -4.4620 0.08 0.07 -0.02 -0.188
H -0.7984 6.3124 3.1414 0.00 0.02 0.00 0.234
H 1.2462 -1.4139 0.7494 -0.01 0.04 0.00 0.127
H 3.8460 -1.0627 -5.0302 0.05 0.01 0.00 0.416
H -0.0974 -2.3590 2.5303 0.01 0.01 0.04 0.124
H -4.4633 -0.3651 -0.2255 0.10 0.06 0.02 0.352
H -3.0030 2.7477 1.2188 0.06 -0.02 -0.09 0.076
H -5.5797 5.1248 2.1115 -0.01 0.00 0.00 0.360
H 3.5212 -0.3551 -2.6395 -0.02 -0.01 0.04 0.248
H 7.0016 -3.0726 -7.6292 0.00 0.02 0.00 0.339
H 2.1980 -6.4800 -3.0955 0.00 0.01 -0.01 0.314
H -2.8926 -3.9512 4.5071 0.01 0.00 0.00 0.385
H 4.3225 -4.2303 -7.2537 0.00 0.00 0.02 0.313
H 5.6305 0.3542 -3.8064 0.00 -0.01 -0.01 0.377
H 7.9330 -5.3425 -7.2885 -0.03 -0.03 -0.01 0.359
H 0.9788 -5.0085 -4.6696 0.02 0.02 -0.01 0.287
H 2.9609 -1.7165 0.4430 0.05 0.05 -0.05 0.268
H -4.1110 -3.7194 3.2417 0.01 0.02 0.00 0.353
H 1.5825 8.7363 4.7855 0.00 -0.01 -0.01 0.373
H 4.1658 0.9925 2.7858 -0.02 0.00 0.00 0.334
H 5.8907 0.0929 -2.0722 -0.02 0.00 0.00 0.347
H -5.0054 3.5983 5.3269 0.02 0.00 0.03 0.345
H -0.4032 -4.0979 2.5843 -0.03 -0.03 0.04 0.329
H -0.4661 -3.1384 4.0702 -0.01 -0.01 0.01 0.394
H 0.5030 9.0975 6.1430 -0.01 0.00 -0.01 0.321
H 0.8776 -6.3563 -1.9300 -0.04 -0.01 0.00 0.346
H 2.2059 -0.2525 -0.1810 0.01 0.00 -0.01 0.325
H -1.6091 1.6982 0.9411 -0.11 0.10 -0.07 0.360
H 3.2235 -1.7860 2.9186 -0.01 0.00 -0.01 0.353
H -0.9850 6.5571 6.0681 -0.01 0.00 0.01 0.337
H 4.7180 -0.2638 1.6711 -0.01 0.00 -0.05 0.327
H -1.8519 3.0879 -0.1138 -0.18 0.06 0.12 0.422
H -5.4173 3.3901 2.4097 0.08 0.04 -0.04 -0.097
H -2.2403 -3.6797 0.9807 -0.01 -0.01 0.01 0.281
H 7.2310 -6.2471 -5.9400 -0.01 0.00 -0.01 0.362
H -1.3644 -5.6120 -3.9890 0.00 -0.01 0.01 0.388
H -5.2968 6.0434 5.1059 -0.04 0.00 -0.05 0.398
H -4.2879 3.2202 -1.0515 -0.05 -0.13 -0.06 0.326
H -2.8340 -4.9211 3.0290 0.03 -0.01 0.03 0.354
H 5.5563 -4.9797 -8.2715 0.02 -0.04 0.01 0.358
H -3.5306 6.1339 5.1222 0.02 0.04 -0.02 0.334
H 0.6169 -7.1869 -3.4699 -0.01 0.00 0.00 0.397
H 1.1834 -3.9018 -2.0942 0.05 0.05 0.01 0.249
H -4.8037 1.7566 -1.9357 -0.11 -0.03 0.18 0.419
H -1.1080 -4.7776 -2.4505 0.00 -0.04 0.00 0.224
H 0.8001 7.0593 2.9796 0.01 0.00 0.01 0.387
H -0.8365 8.5817 4.1275 -0.03 0.01 0.01 0.243
H -2.4431 -1.8936 3.1395 -0.02 0.02 -0.03 0.287
H -6.4436 4.3762 3.4617 0.00 0.06 0.01 0.445
H 2.9184 -2.2542 -4.0950 -0.01 0.01 0.02 0.160
H 1.8112 0.5261 2.1774 -0.01 -0.01 0.04 0.215
H 3.9479 1.1957 1.0384 0.00 -0.01 -0.01 0.368
H -1.0971 -3.8611 -3.9589 0.01 -0.01 -0.01 0.323
H -6.8881 1.9318 2.1082 -0.06 0.03 -0.01 0.328
H 6.4158 -1.1241 -3.2421 -0.01 0.00 -0.05 0.319
H -3.4027 4.5539 3.2283 0.02 -0.03 0.02 0.099
H -2.7327 -0.6669 -0.1095 -0.09 0.11 0.25 0.425
H 8.2525 -4.8333 -5.6287 -0.01 0.00 0.01 0.346
H 0.5099 5.8413 4.2293 0.04 0.02 0.00 0.343
H 5.8721 -4.2263 -5.3306 0.01 0.03 0.02 0.127
H -4.4314 6.7813 3.7500 -0.02 0.00 -0.01 0.346
H 1.2965 7.5232 6.0404 0.02 -0.01 -0.03 0.353
H -3.5836 0.1483 1.2224 -0.04 -0.09 -0.11 0.225
H -2.6116 1.2362 -1.4088 -0.11 0.11 0.10 0.318
H 4.9543 -2.6893 -2.0184 -0.03 -0.02 -0.02 0.285
H 4.8626 -5.8843 -6.9181 0.01 -0.01 0.00 0.360
H -8.5081 1.9203 2.0654 -0.05 -0.05 -0.10 0.291
```
Positions in Å, forces in eV/Å.

The molecular weight is 553.82 g/mol. For the HOMO-LUMO gap, the calculation gives 0.378 hartree. The value obtained for the HOMO energy is -9.791 eV. The structure (SMILES) is CC(C)COC(=O)ON.CC(C)O.CC(C)O.CC(C)O.CC(C)O.CC(C)O.CC(C)O.CC(C)O.



Entry 2:
Formula: C2H4CaKO
Source: OMol25
Level of theory: wB97M-V/def2-TZVPD

Structure (XYZ):
```
9
Properties=species:S:1:pos:R:3:forces:R:3:nbo_charge:R:1
Ca -0.4495 1.8122 -1.5884 0.12 -0.92 0.91 1.741
K 1.7733 -2.3235 -1.9046 -0.13 -0.06 0.39 0.865
O 0.2548 -0.1238 -1.0275 -0.09 1.12 0.15 -0.984
C -0.3835 1.0759 0.9381 0.11 0.22 -0.27 -0.795
C -0.3252 -0.0756 0.1875 -0.86 -0.36 -1.06 0.229
H 0.8284 -2.4267 0.2897 0.01 0.06 0.00 -0.724
H -1.0484 -0.8785 0.3933 0.56 0.23 0.02 0.218
H -1.1013 1.1498 1.7559 0.40 -0.10 -0.15 0.252
H 0.4515 1.7902 0.9561 -0.12 -0.20 0.00 0.198
```
Positions in Å, forces in eV/Å.

Its charge is +1. The molecular weight is 123.23 g/mol. For the HOMO-LUMO gap (alpha / beta), the calculation gives 0.126 / 0.126 hartree. For the relative energy (zero: lowest compared OMol25 entry of this formula, charge and spin), the calculation gives 32.1 kJ/mol. The value obtained for the HOMO energy (alpha / beta) is -8.803 / -8.800 eV.



Entry 3:
Formula: C44H31N6NaO6PS
Source: OMol25
Level of theory: wB97M-V/def2-TZVPD

Structure (XYZ):
```
90
Properties=species:S:1:pos:R:3:forces:R:3:mulliken_charge:R:1
S 0.6573 5.7117 -5.9267 -0.13 -0.71 0.75 0.094
P 1.4528 -1.6444 -1.6561 0.34 -0.11 -1.25 2.247
Na 0.3527 0.2928 0.6067 -0.80 0.35 -0.58 0.769
O 0.3771 3.3418 3.3330 -0.06 0.39 0.41 -0.835
O -4.2421 -0.9308 0.3369 -0.34 0.10 0.20 -0.587
O 1.0776 -1.5635 0.3888 0.53 -1.17 0.18 0.029
O -2.2252 -0.6275 -0.5609 0.16 0.03 0.13 -0.053
O 2.1550 -1.9711 2.2967 0.16 -0.01 0.56 -0.867
O 0.9060 2.0024 1.6179 0.84 0.27 0.00 -0.562
N -1.2078 -2.1490 2.0202 0.24 0.23 -0.19 0.370
N -1.6046 1.1410 1.4447 -0.26 -0.14 -0.07 1.150
N -0.7117 5.0612 -5.3443 -0.37 0.08 -0.07 -0.741
N 1.6962 4.9733 -4.9210 0.45 -0.03 0.02 -0.726
N -1.5994 2.1476 -1.5882 0.31 -0.18 0.26 0.197
N 1.0584 1.7274 -1.3701 -0.33 0.00 0.17 0.620
C -3.1407 -3.4973 2.3889 0.14 0.07 0.15 -0.980
C -2.0065 -2.5136 4.2307 -0.09 -0.04 -0.05 -1.045
C 2.3416 1.6345 -1.1215 0.40 0.32 -0.06 -0.214
C 1.5747 -2.2606 -5.8772 -0.07 -0.12 -0.17 -0.750
C -2.8945 2.2857 -1.7153 -0.37 0.11 -0.17 0.117
C -2.1832 -2.9167 1.5724 -0.35 -0.35 -0.03 -0.317
C 2.7915 -0.2928 -5.2683 0.10 0.09 -0.19 -0.674
C 4.5459 -4.3972 -1.4181 0.09 -0.09 -0.06 -0.715
C -3.6767 2.3876 2.7996 0.10 0.04 -0.05 -0.610
C 3.3091 2.3933 -1.7873 -0.03 -0.04 -0.04 -1.087
C -3.0280 -0.3279 0.2763 -0.25 -0.56 -0.58 0.375
C 1.9957 -2.1092 1.0950 0.05 -0.30 0.12 0.150
C 3.5678 -3.5758 -1.9542 -0.01 -0.03 -0.11 -0.839
C 0.1408 2.5377 2.4318 -0.57 0.29 0.24 -0.149
C -2.6980 3.6543 -3.6525 0.13 -0.14 0.16 -0.613
C 2.2676 -1.1196 -6.2474 0.03 0.05 -0.16 -0.550
C 0.6382 2.5861 -2.2899 0.93 0.34 -0.37 -0.284
C -1.1139 -1.9600 3.3216 -0.06 -0.07 0.40 -0.502
C 2.5834 -0.5987 -3.9373 0.04 0.00 0.14 -0.312
C -2.2970 -4.2557 -2.2499 -0.15 -0.10 0.05 -0.754
C 2.7282 -2.8464 -1.1194 0.19 0.07 0.25 0.356
C 2.9135 -2.9562 0.2602 -0.15 0.10 -0.22 -0.198
C -4.0926 -3.8651 4.6840 0.01 0.00 -0.04 -1.466
C -1.0158 -2.2836 -2.7122 0.02 -0.10 0.09 -0.078
C 1.8437 -1.7090 -3.5387 -0.04 0.06 0.26 -0.507
C -1.3524 2.1373 2.2663 0.27 0.48 0.41 0.180
C -1.3130 3.5426 -3.5094 -0.49 -0.51 0.55 0.207
C -0.0356 -2.6903 -1.8126 -0.03 0.01 0.03 0.182
C -0.7959 2.7410 -2.4655 -0.85 0.50 -0.60 -0.369
C 4.7160 -4.4975 -0.0443 0.02 -0.04 0.07 -0.677
C -0.3973 4.2534 -4.3448 0.70 0.60 -0.64 1.086
C -3.0615 -3.2860 3.7621 0.06 0.04 -0.07 1.154
C 1.0106 4.1926 -4.1003 -0.39 0.67 -0.82 0.904
C -2.8561 0.7428 1.2835 -0.53 0.25 0.47 -0.312
C 3.8983 -3.7681 0.7986 -0.04 0.07 0.09 -0.643
C 1.5379 3.3516 -3.0696 0.24 -0.62 0.70 0.154
C 1.3637 -2.5525 -4.5398 0.10 -0.05 0.12 0.101
C -3.9350 1.3187 1.9511 0.12 -0.22 -0.21 -0.918
C 2.9034 3.2413 -2.7932 -0.16 -0.07 0.09 -0.643
C -1.3510 -4.6439 -1.3145 -0.03 -0.23 -0.10 -0.402
C -2.3693 2.8088 2.9527 -0.02 -0.05 0.03 -0.618
C -0.2219 -3.8693 -1.1049 -0.05 0.07 0.05 -0.801
C -3.5069 3.0051 -2.7454 0.07 0.09 -0.05 -1.217
C -2.1336 -3.0611 -2.9371 -0.18 -0.04 -0.11 -0.845
H 5.4830 -5.1406 0.3669 0.05 -0.03 -0.01 0.372
H 0.8068 -3.4427 -4.2741 -0.06 -0.01 0.01 0.498
H -5.0694 -3.4363 4.4632 -0.10 0.01 0.04 0.301
H -2.0940 3.6332 3.5939 0.06 -0.01 0.03 0.570
H -4.1686 -4.9422 4.5444 -0.03 -0.09 0.04 0.339
H -3.4941 1.8106 -0.9481 -0.13 0.02 -0.07 0.255
H -4.9372 0.9453 1.7949 0.02 -0.02 -0.02 0.557
H -3.8560 -3.6621 5.7255 0.01 0.00 0.07 0.361
H 1.1799 -2.9165 -6.6439 -0.02 -0.04 -0.01 0.392
H 4.0080 -3.8050 1.8735 -0.01 0.01 0.06 0.533
H 2.9864 0.0482 -3.1658 -0.05 0.10 -0.04 0.272
H -4.4918 2.8782 3.3213 0.07 -0.02 -0.01 0.434
H -3.1556 -4.8875 -2.4421 -0.06 0.03 0.01 0.357
H -4.2682 -1.6239 -0.3410 0.24 0.15 0.00 0.466
H -1.8805 -2.3446 5.2909 0.00 0.06 0.08 0.324
H -1.4911 -5.5628 -0.7551 0.04 0.02 -0.01 0.427
H 2.6208 0.9320 -0.3511 0.22 -0.08 0.09 0.318
H -2.1858 -3.0746 0.5040 -0.15 -0.01 -0.14 0.521
H 4.3528 2.2859 -1.5294 0.03 0.00 0.02 0.459
H 2.3892 -0.8730 -7.2938 0.04 -0.01 -0.06 0.376
H 3.6081 3.8239 -3.3683 0.06 0.04 -0.03 0.503
H 0.5043 -4.1743 -0.3663 0.12 -0.04 0.05 0.281
H -3.0842 4.2588 -4.4615 -0.10 0.00 0.00 0.521
H 3.3349 0.6017 -5.5454 0.06 0.04 -0.01 0.425
H -4.5845 3.0616 -2.8030 -0.03 0.02 -0.01 0.447
H -3.9380 -4.0983 1.9689 0.00 -0.03 -0.05 0.421
H -0.8757 -1.3583 -3.2499 -0.07 0.14 -0.07 0.559
H -2.8795 -2.7450 -3.6566 -0.01 0.03 -0.02 0.461
H -0.2817 -1.3548 3.6489 0.15 0.11 0.10 0.461
H 3.4564 -3.5051 -3.0262 0.02 -0.01 -0.08 0.392
H 5.1885 -4.9679 -2.0766 0.01 -0.01 -0.06 0.413
```
Positions in Å, forces in eV/Å.

Its charge is -1. The molecular weight is 825.80 g/mol. For the HOMO-LUMO gap, the calculation gives 0.220 hartree. For the relative energy (zero: lowest compared OMol25 entry of this formula, charge and spin), the calculation gives 137.9 kJ/mol. The value obtained for the HOMO energy is -4.536 eV.